Density functional theory data (the ωB97M-V functional and the def2-TZVPD basis) for C9H18ClCoO7 as an isolated structure at a distorted geometry.

Geometry as XYZ:
```
36
Properties=species:S:1:pos:R:3
Co 0.152 -1.481 -1.510
Cl 0.211 -1.280 0.692
C -2.524 0.789 -0.111
O -3.344 0.392 -1.225
C -2.853 -0.465 -2.062
O -1.695 -0.876 -2.074
O -3.752 -0.823 -2.923
C -3.378 -1.798 -3.916
H -1.572 1.202 -0.441
H -2.355 -0.050 0.555
H -3.073 1.577 0.393
H -4.181 -1.811 -4.643
H -3.278 -2.791 -3.481
H -2.448 -1.512 -4.407
C -0.229 2.464 -3.245
O 0.982 2.549 -2.470
C 1.433 1.460 -1.931
O 0.849 0.382 -2.004
O 2.556 1.681 -1.327
C 3.167 0.590 -0.615
H -0.133 1.716 -4.032
H -0.405 3.455 -3.633
H -1.054 2.130 -2.610
H 4.051 1.013 -0.150
H 3.505 -0.178 -1.312
H 2.486 0.193 0.129
C 1.789 0.055 3.901
C 1.281 -0.557 5.191
O 0.542 0.070 5.904
C 1.794 -1.922 5.588
H 1.813 1.137 4.023
H 1.091 -0.165 3.090
H 2.781 -0.302 3.626
H 0.954 -2.611 5.684
H 2.371 -1.893 6.511
H 2.466 -2.340 4.833
```

Calculated values
- LUMO level (alpha / beta) (eV) = -4.755 / -5.311
- electronic energy (Eh) = -2723.15304
- net charge = +1
- ⟨S²⟩ = 3.756
- multiplicity = 4
- Kohn-Sham gap (alpha / beta) (eV) = 6.58 / 6.03

These are the Mulliken partial charges, in e, on atoms 1 to 4:
1 Co 0.608
2 Cl -0.268
3 C -0.518
4 O -0.315